Molecular formula: C23H25F4N2O14
Method: DFT, ωB97M-V/def2-TZVPD

```
68
Properties=species:S:1:pos:R:3:forces:R:3
N -2.230 -6.337 -1.895 -0.496 2.744 1.297
C -2.276 -5.227 -1.186 -0.494 -1.183 -0.873
C -3.564 -4.246 -1.081 1.686 -1.098 -0.458
N -3.045 -2.932 -0.591 -1.359 -0.011 0.186
C -3.668 -2.557 0.733 -0.980 0.015 0.576
C -3.740 -0.978 0.983 0.694 0.205 -1.260
C -2.337 -0.222 0.947 3.015 2.049 1.400
C -1.408 -0.076 -0.278 0.779 1.120 1.696
C -0.061 0.712 -0.280 -2.076 0.108 3.954
C 0.389 1.402 1.042 -3.534 -2.323 -0.378
C -0.517 1.256 2.293 -0.961 -1.330 -2.559
C -1.861 0.462 2.284 2.631 0.604 -3.294
C -3.034 -3.396 1.955 2.263 -1.622 4.276
O -3.298 -4.660 2.018 0.048 3.073 -1.405
O -2.267 -2.857 2.964 -3.144 -0.603 -4.647
H -3.161 -6.437 -2.335 0.369 -0.118 0.134
H -1.334 -4.903 -0.630 -1.439 -0.353 -0.627
H -3.981 -4.164 -2.154 0.500 -0.044 1.664
H -4.312 -4.749 -0.382 0.986 0.810 -0.805
H -3.319 -2.234 -1.298 0.180 -0.331 0.642
H -4.767 -2.922 0.655 1.493 0.643 0.541
H -4.294 -0.748 1.951 1.000 -0.447 -1.183
H -4.385 -0.539 0.127 0.936 -0.633 1.227
H -1.707 -0.575 -1.272 0.471 0.853 1.827
H 0.603 0.815 -1.197 -1.208 -0.354 1.274
H 1.364 1.984 1.108 -1.532 -0.918 -0.101
H -0.170 1.784 3.244 -0.699 -1.000 -1.541
H -2.460 0.403 3.259 0.949 -0.083 -1.798
C 1.927 6.626 2.237 -0.060 1.100 -0.020
C 2.315 5.448 1.402 0.533 -0.330 0.048
O 1.833 4.350 2.147 -0.369 0.586 -0.181
C 0.752 4.822 2.832 -1.339 -0.908 0.988
O -0.067 4.127 3.354 0.879 0.872 -0.329
O 0.719 6.185 2.841 0.106 -0.624 -0.165
F 3.664 5.343 1.304 0.158 -0.085 -0.222
H 2.661 6.851 3.016 0.113 -0.202 -0.159
H 1.762 7.524 1.640 -0.134 -0.088 0.127
H 1.869 5.438 0.403 0.175 -0.066 -0.009
C 5.344 7.411 -1.590 0.750 -0.671 0.245
C 4.935 8.454 -2.581 -0.237 -0.154 -0.698
O 3.672 8.873 -2.105 0.491 0.055 0.555
C 3.712 8.686 -0.757 -0.914 0.385 1.111
O 2.935 9.172 0.013 0.588 -0.509 -0.635
O 4.750 7.884 -0.389 -0.486 0.526 -0.251
F 4.775 7.917 -3.814 0.056 0.139 -0.143
H 4.942 6.422 -1.828 -0.058 0.161 -0.181
H 6.427 7.335 -1.489 -0.142 0.071 0.198
H 5.610 9.312 -2.636 -0.070 -0.048 -0.172
C 0.246 -4.206 3.681 -0.999 0.020 0.075
C 1.105 -5.398 3.408 -0.268 -0.168 -0.511
O 2.359 -4.826 3.087 0.036 0.220 0.607
C 2.408 -3.649 3.775 0.540 1.183 0.338
O 3.413 -3.023 3.966 -0.654 -0.531 -0.216
O 1.180 -3.278 4.226 1.161 -0.369 -0.169
F 0.658 -6.086 2.331 0.131 -0.278 0.006
H -0.196 -3.786 2.774 -0.101 -0.171 0.123
H -0.553 -4.421 4.390 0.072 0.285 -0.111
H 1.219 -6.076 4.260 0.036 -0.152 -0.185
C -1.258 -4.882 -5.729 -0.204 -0.881 -0.456
C -0.231 -4.184 -4.894 0.607 0.239 -0.015
O -0.873 -2.977 -4.537 -0.450 -0.573 0.083
C -2.203 -3.267 -4.512 -1.147 0.791 0.632
O -3.032 -2.578 -3.995 0.626 -0.503 -0.528
O -2.474 -4.445 -5.142 0.193 0.546 0.282
F 0.871 -3.887 -5.626 0.210 0.033 0.005
H -1.229 -4.573 -6.778 0.196 0.133 0.114
H -1.166 -5.968 -5.680 -0.197 0.114 0.138
H 0.058 -4.728 -3.990 0.094 0.079 -0.085
```
Forces are in eV/Å.

The total charge is -1. The value obtained for the gap between HOMO and LUMO is 6.0425 eV. The LUMO energy is 1.539 eV. For the energy above the lowest of the compared OMol25 structures with the same formula, charge and spin, the calculation gives 5.292 eV. For the highest occupied orbital energy, the calculation gives -4.50 eV.